Density functional theory data (ωB97M-V with the def2-TZVPD basis set) for the molecule C5H10FO3P in a non-equilibrium geometry.

## Properties
SMILES: COC(=O)OP(C)(C)=CF
ΔE to the lowest compared entry with this formula, charge and spin, eV: 0.437

Geometry as ORCA input:
```
! wB97M-V def2-TZVPD RIJCOSX def2/J DEFGRID3
* xyz 0 1
C -1.44 0.34 0.14
C -3.55 1.16 -0.53
C 1.54 -0.54 1.69
C 1.78 -1.77 -0.89
C 1.63 1.54 -0.32
O -1.52 0.54 1.31
O -0.41 -0.41 -0.35
O -2.28 0.64 -0.84
F 3.05 1.70 -0.26
P 1.26 -0.23 -0.08
H -4.30 0.32 -0.51
H -4.04 1.77 -1.28
H -3.45 1.49 0.40
H 0.80 0.07 2.29
H 1.51 -1.67 1.59
H 2.56 -0.47 2.07
H 1.20 -2.69 -0.46
H 1.51 -1.64 -1.86
H 2.86 -1.95 -0.74
H 1.31 1.79 -1.34
*
```

Density functional theory data (ωB97M-V with the def2-TZVPD basis set) for C64H50CdN10O2S4 as an isolated structure in a non-equilibrium geometry.

## Properties
ΔE to the lowest compared entry with this formula, charge and spin, eV: 1.100

Geometry as ORCA input:
```
! wB97M-V def2-TZVPD RIJCOSX def2/J DEFGRID3
* xyz 0 1
Cd -0.16 -0.47 -0.13
O -1.51 -3.64 -2.48
C -1.26 -2.46 -2.21
N -1.62 -1.76 -1.14
C -2.72 -2.07 -0.38
C -3.86 -2.68 -0.92
C -5.01 -2.82 -0.17
C -5.04 -2.36 1.14
C -3.93 -1.75 1.70
C -2.75 -1.61 0.96
N -1.56 -1.13 1.45
C -1.44 -0.35 2.52
O -2.32 0.23 3.18
C 0.00 -0.22 2.95
C 0.28 0.35 4.19
C 1.59 0.38 4.62
C 2.58 -0.16 3.81
C 2.20 -0.70 2.59
N 0.95 -0.72 2.16
C -0.50 -1.63 -3.21
C 0.00 -2.24 -4.37
C 0.52 -1.45 -5.37
C 0.49 -0.07 -5.20
C -0.01 0.44 -4.01
N -0.48 -0.31 -3.03
H -3.83 -3.01 -1.95
H -5.88 -3.28 -0.61
H -5.95 -2.45 1.72
H -3.96 -1.38 2.71
H -0.54 0.73 4.77
H 1.85 0.81 5.58
H 3.61 -0.18 4.12
H 2.93 -1.14 1.93
H -0.06 -3.32 -4.45
H 0.90 -1.89 -6.28
H 0.85 0.59 -5.98
H -0.06 1.51 -3.86
N 1.73 0.83 -0.88
S 2.90 1.68 -0.75
N 2.76 3.28 -0.28
S 1.57 4.18 -0.71
N 0.09 3.84 -0.44
S -0.48 2.93 0.86
N -0.54 1.49 0.73
C -2.09 3.71 1.16
C -2.47 4.88 0.54
C -3.72 5.41 0.81
C -4.57 4.77 1.69
C -4.18 3.58 2.30
C -2.93 3.04 2.04
C 0.59 3.65 2.17
C 0.32 4.93 2.63
C 1.23 5.54 3.48
C 2.37 4.87 3.89
C 2.61 3.58 3.44
C 1.72 2.97 2.56
C 1.68 4.48 -2.47
C 2.91 4.90 -2.98
C 3.05 5.08 -4.35
C 1.97 4.83 -5.19
C 0.76 4.41 -4.67
C 0.61 4.24 -3.31
C 1.95 5.77 0.02
C 1.01 6.78 -0.10
C 1.26 8.03 0.44
C 2.45 8.27 1.11
C 3.38 7.25 1.24
C 3.14 6.00 0.70
C 3.87 1.81 -2.31
C 5.24 2.02 -2.31
C 5.92 2.05 -3.52
C 5.23 1.88 -4.71
C 3.86 1.68 -4.70
C 3.18 1.64 -3.49
C 4.23 1.17 0.39
C 4.84 2.04 1.26
C 5.87 1.59 2.07
C 6.29 0.27 1.99
C 5.67 -0.60 1.11
C 4.64 -0.15 0.30
H -1.79 5.34 -0.16
H -4.04 6.32 0.31
H -5.55 5.18 1.91
H -4.85 3.07 2.98
H -2.63 2.11 2.49
H -0.59 5.44 2.34
H 1.04 6.55 3.84
H 3.07 5.34 4.56
H 3.49 3.05 3.76
H 1.90 1.98 2.18
H 3.73 5.07 -2.31
H 4.00 5.39 -4.75
H 2.09 4.97 -6.26
H -0.07 4.21 -5.34
H -0.32 3.90 -2.86
H 0.09 6.57 -0.63
H 0.52 8.81 0.34
H 2.65 9.25 1.53
H 4.31 7.44 1.77
H 3.86 5.20 0.79
H 5.78 2.14 -1.39
H 6.99 2.21 -3.54
H 5.76 1.89 -5.65
H 3.32 1.55 -5.62
H 2.12 1.47 -3.45
H 4.50 3.06 1.30
H 6.35 2.27 2.76
H 7.09 -0.08 2.62
H 5.98 -1.64 1.07
H 4.15 -0.81 -0.40
S 4.29 -5.20 -2.83
C 3.24 -4.02 -1.99
C 2.55 -4.37 -0.85
C 1.70 -3.42 -0.28
N 1.55 -2.20 -0.77
C 2.23 -1.88 -1.86
C 3.08 -2.75 -2.52
C 3.08 -5.52 -4.13
C 2.08 -6.45 -3.91
C 1.13 -6.63 -4.90
N 1.14 -5.96 -6.04
C 2.10 -5.07 -6.24
C 3.11 -4.81 -5.32
H 2.67 -5.35 -0.41
H 1.10 -3.66 0.59
H 2.11 -0.86 -2.20
H 3.61 -2.44 -3.41
H 2.04 -7.01 -2.99
H 0.32 -7.33 -4.78
H 2.05 -4.54 -7.18
H 3.87 -4.07 -5.52
*
```

Short version: E_LUMO = 0.640, -0.494 eV, in the order given.